No. 1
C22H21F3I2N2O2 | the ωB97M-V functional and the def2-TZVPD basis

Properties
total energy: -54559.629 eV
orbital gap: 5.19 eV
E_LUMO: -7.9 eV
HOMO: -0.4798 Ha
max |F|: 8.6 eV/Å

```
! wB97M-V def2-TZVPD RIJCOSX def2/J DEFGRID3
* xyz 2 1
C 2.5363 -4.5936 4.8341
N -0.1503 0.1567 1.3699
H -0.7747 -1.4703 0.2122
C 1.5083 -1.6094 2.7572
H 0.5873 1.6823 2.5926
C 3.7270 -2.4469 3.5904
C -4.9143 3.5150 -3.2688
C 1.7490 -3.6597 4.1625
H -0.7840 1.5763 -2.3603
I -0.1437 3.7459 -5.7647
H 4.2456 -1.6214 3.1052
C -5.6770 2.0597 -3.0096
C 4.4817 -3.4065 4.2692
H 1.9662 2.1234 -4.2355
F -2.3483 5.8230 -4.1309
H -6.6259 2.0256 -2.3228
C -3.2731 3.4963 -3.5459
H -0.4554 1.9024 0.2594
H -1.0908 1.1965 -5.4104
C 0.6419 0.6210 2.3624
H 5.3429 -5.9435 4.7728
O -5.6789 4.6093 -3.2801
H 4.0707 -6.2374 5.9984
H -5.6322 -0.1484 -3.6151
N 3.8797 -4.4615 4.8643
C -5.0978 0.8858 -3.7459
C -0.1297 -1.1478 1.0255
C -3.7559 1.1399 -4.6986
I 0.2677 -0.6050 -3.7193
F -3.1372 5.4057 -1.9257
H 0.6684 -3.7967 4.1563
C -1.1032 2.1183 -4.6478
H 1.8938 1.7847 -2.3748
H 2.0973 -5.4505 5.3399
C 4.7095 -5.4812 5.5352
H 2.0929 0.1575 3.8727
H -1.7709 1.4686 1.4152
H 1.2480 3.4297 -3.0341
C 0.6905 -2.0456 1.7072
C 2.3361 -2.5676 3.5119
C -2.6771 2.3464 -4.2718
H 0.6830 -3.0920 1.4051
C 1.4815 -0.2461 3.0664
C -0.1817 1.5498 -3.3712
H 5.5654 -3.3492 4.3317
C -2.3700 4.7592 -3.0577
C -1.0585 1.0917 0.6759
C 1.2936 2.2855 -3.2747
O -3.6139 0.3848 -5.7989
H 5.3100 -4.9803 6.2980
H -1.5902 0.5714 -0.1240
F -1.0396 4.4482 -2.5031
*
```

No. 2
C22H21FN4O2 | the ωB97M-V functional and the def2-TZVPD basis

Properties
total energy: -35928.989 eV
orbital gap: 9.33 eV
E_LUMO: 0.7 eV
HOMO: -0.3181 Ha
max |F|: 0.9 eV/Å

```
! wB97M-V def2-TZVPD RIJCOSX def2/J DEFGRID3
* xyz 0 1
H 2.7236 -8.4729 -2.6795
H 4.3889 -7.8723 -2.6008
C -3.0809 6.1888 2.1814
C -1.3798 6.7757 0.5994
H 1.4984 3.6628 0.1777
H -3.8825 6.4511 2.8535
H -2.6880 8.1877 1.5390
H -2.0174 -3.4483 -3.3515
H 1.1815 4.0544 1.8717
O 1.1754 -2.5686 1.1882
H 2.0985 1.8980 2.5915
C 2.2602 2.1889 1.5521
H 0.8984 -0.3417 1.8689
C 3.3861 -7.6553 -2.9561
C 0.3887 -2.9957 -1.0231
C 2.9080 -6.3600 -2.3295
N 1.6392 -6.0366 -2.7282
C -0.3020 -4.6914 -3.0988
C -1.6798 1.0177 0.9421
C -2.4082 7.1499 1.4475
C 2.1538 0.9498 0.6634
H 2.0835 -4.2616 -0.7334
C 1.1980 -4.0836 -1.3207
H 1.2113 -6.6437 -3.4139
C 0.8639 -4.9304 -2.3716
H 2.9871 0.2735 0.8545
N -1.3416 3.1119 1.0898
C -0.2840 1.1932 0.9618
H 3.4030 -7.5667 -4.0406
H 2.1951 1.2513 -0.3869
C 0.7610 -2.1272 0.1366
H -2.2399 0.1068 0.8744
H -0.2420 5.1552 -0.2052
C -0.7694 -2.7594 -1.7565
C -1.1122 -3.6168 -2.7872
C -1.6844 4.4632 1.2101
H -0.8554 7.5215 0.0224
H 0.2911 -0.4875 -1.0007
H -0.5749 -5.3562 -3.9070
F -3.3571 3.9519 2.8129
N 0.5827 -0.8040 -0.0897
N -2.2966 2.1741 1.0219
C -1.0252 5.4448 0.4766
H -1.4186 -1.9332 -1.5057
H 3.2598 2.6186 1.4722
C 0.8328 0.2045 0.9187
O 3.5792 -5.6984 -1.5763
C -2.7158 4.8608 2.0628
C -0.1000 2.5560 1.0492
C 1.2174 3.2370 1.1470
*
```

No. 3
C22H21FN4O3S | the ωB97M-V functional and the def2-TZVPD basis

Properties
total energy: -48810.082 eV
orbital gap: 8.18 eV
E_LUMO: 0.2 eV
HOMO: -0.2938 Ha
max |F|: 1.1 eV/Å

```
! wB97M-V def2-TZVPD RIJCOSX def2/J DEFGRID3
* xyz 0 1
H 2.3707 0.4421 -2.6177
H -1.5698 1.6170 1.5959
H 3.4081 2.7318 0.6497
C 2.2500 -0.4963 1.0961
C 3.4106 -0.6940 -1.0618
H -1.8249 -1.9912 -2.8557
H -0.5399 -2.8200 -1.9302
C -0.8016 -1.9192 -2.4905
O -3.2760 2.4865 -1.3834
C -0.1372 -0.7437 2.6207
H 0.5249 1.0458 3.5891
C 1.3615 -1.5731 0.9495
C -1.5222 -0.1634 -0.8221
C -5.3884 -1.3374 0.4734
S -3.2492 2.0650 -0.0090
C -4.5016 -2.3083 0.0361
H -4.7954 -3.3475 0.0455
N 2.7380 1.6557 -0.9732
H -1.0543 -0.8306 3.1816
C 3.8120 2.0241 -0.0750
F 1.6135 -2.5853 0.0684
H -5.6492 0.7810 0.8170
C 0.3775 0.9852 -0.9543
C -3.2359 -1.9656 -0.4078
H 4.3853 -1.1164 -1.3250
H -6.3719 -1.6151 0.8194
N 0.4843 -0.0723 -1.7575
H 2.6465 -1.4250 -1.2951
C -4.9982 -0.0070 0.4725
C 1.9033 0.4177 2.1016
H -0.1159 -1.8282 -3.3317
H 5.2870 0.4283 0.1709
C -0.8948 0.9840 -0.3434
C -3.7372 0.3316 0.0344
H -0.4455 -2.5420 1.4807
H 4.4681 0.8527 1.6729
H 4.0580 0.9446 -2.3679
N -0.6450 -0.7493 -1.6752
O -4.0589 2.7914 0.9304
H -1.0387 2.9301 0.5126
O 1.2339 2.8114 0.2276
C 4.3238 0.7176 0.6017
H 2.5346 1.2669 2.2970
N 3.4198 -0.3879 0.3572
C 0.1908 -1.6906 1.6684
H -2.5553 -2.7437 -0.7133
H 4.6140 2.5116 -0.6360
C -1.5260 1.9603 0.5637
C -2.8366 -0.6287 -0.4280
C 1.4652 1.8962 -0.5501
C 3.1438 0.6043 -1.8717
C 0.7441 0.2990 2.8415
*
```

No. 4
C22H21FeN2O5 | the ωB97M-V functional and the def2-TZVPD basis

Properties
total energy: -70746.916 eV
orbital gap (alpha / beta): 4.19 / 4.62 eV
E_LUMO (alpha / beta): -3.9 / -6.7 eV
HOMO (alpha / beta): -0.2975 / -0.4173 Ha
max |F|: 7.8 eV/Å

```
! wB97M-V def2-TZVPD RIJCOSX def2/J DEFGRID3
* xyz 1 5
O 0.4495 -2.5586 0.7092
H -2.2211 0.0822 2.4082
H -1.2343 -0.4906 -2.6245
C -0.1998 0.9124 -3.8890
N -1.8790 -0.6290 0.4365
H -0.9439 0.9251 -0.5939
C -1.5498 -1.9121 2.6593
C -4.2816 -0.9888 0.4360
H 0.0723 2.6360 -5.2455
H -3.1628 -0.1714 -1.2672
H 4.8667 0.8653 3.5509
C -1.1744 0.5988 -2.7814
H -4.9637 -1.7460 0.0532
C 4.2839 -0.5540 2.0259
H 0.2118 3.2379 -0.9759
O -0.2537 -0.0304 4.4746
H -4.3159 -0.8419 2.6299
C 4.0521 0.2586 3.1531
H 2.5579 0.9220 4.6247
H -1.6558 -2.9264 2.2343
C 0.0318 3.1611 -3.1161
C -0.7378 1.3560 -1.5722
C 2.7184 2.1917 -1.7913
H -1.9467 -1.9119 3.6852
C 3.2561 -1.3275 1.4713
C 2.0356 -1.3098 2.1215
C -3.0367 -0.8859 -0.4416
H -3.8157 -2.4209 2.0045
H -4.7859 -0.0240 0.4759
C 2.7923 0.2958 3.7676
H 5.2774 -0.5757 1.5787
O 2.1599 -1.1696 -2.2606
C 2.6403 1.6677 -4.2574
C -0.0603 2.2973 -4.2133
H -2.8297 -1.8593 -0.9023
H 0.2517 4.2302 -3.2342
C -3.7704 -1.3346 1.8244
O 3.6183 1.5523 -4.8946
H -0.0829 0.1583 -4.6747
O 3.6549 2.2644 -1.1174
H -1.1500 -1.3163 0.1935
H 3.3713 -1.9438 0.5841
H -2.2048 0.8812 -3.1040
Fe 1.4843 1.5826 -2.9896
C -2.3107 -0.8625 1.8411
C 0.3957 -0.6574 3.6438
N -0.1113 -1.6542 2.7851
C 0.7658 -1.9501 1.7416
C 1.8129 -0.5302 3.2462
C 1.9937 -0.0720 -2.6088
C -0.0762 2.5776 -1.8046
*
```